Molecular formula: C29H43CoN2SSb2
Method: DFT, ωB97M-V with the def2-TZVPD basis set

Each line ends with the Löwdin charge.
Geometry (Å):
Sb 1.308 -0.479 -1.781  1.39
Sb 1.120 1.712 1.105  1.39
Co -0.627 -0.300 0.165  0.04
S -1.909 1.093 -1.181  0.72
N -1.858 0.869 1.362  -0.08
N -3.652 2.206 0.559  0.13
C 4.887 3.596 -1.965  -0.07
C 0.875 -4.039 -1.104  -0.05
C 3.838 2.113 -0.352  -0.29
C 1.231 -3.082 1.563  -0.02
C -1.025 -1.968 3.038  -0.04
C -1.169 -2.233 1.553  -0.22
C -2.237 1.106 2.625  -0.14
C 3.274 1.914 1.031  -0.30
C -3.774 -2.061 -1.223  -0.04
C 0.653 3.577 0.187  -0.27
C -5.271 3.242 2.017  -0.02
C -3.324 1.891 2.903  0.00
C 4.312 3.371 -0.724  -0.05
C 1.097 1.317 -2.896  -0.29
C 5.015 2.542 -2.859  -0.07
C -4.034 2.424 1.815  -0.30
C 4.537 1.291 -2.506  -0.07
C 3.926 1.061 -1.274  -0.30
C 0.913 2.382 3.122  -0.30
C -0.087 -2.826 0.868  -0.22
C -0.260 -3.297 -0.443  -0.24
C 1.837 -1.711 -3.443  -0.28
C -1.452 -3.064 -1.119  -0.19
C -2.573 1.444 0.370  -0.79
C 3.331 -0.290 -0.990  -0.29
C -1.618 -3.551 -2.540  -0.02
C -2.404 -2.053 0.882  -0.21
C -3.672 -1.673 1.612  -0.02
C -2.500 -2.376 -0.477  -0.20
H 2.498 -1.113 -4.072  0.02
H -0.101 2.747 3.280  0.00
H 1.473 -4.145 1.540  0.10
H 4.634 0.463 -3.204  0.12
H -0.367 3.569 -0.196  -0.01
H 0.359 1.128 -3.677  0.02
H -3.560 -1.704 -2.229  0.08
H 1.843 -3.594 -0.867  0.07
H -4.410 -2.948 -1.306  0.11
H -3.617 2.096 3.924  0.12
H 3.681 1.024 1.516  0.06
H -1.628 0.678 3.411  0.11
H 1.616 3.203 3.262  0.01
H -4.347 -1.281 -0.730  0.07
H -5.237 3.794 2.955  0.08
H 0.914 -5.074 -0.751  0.11
H 0.779 -4.064 -2.185  0.06
H 5.251 4.582 -2.224  0.11
H 5.488 2.692 -3.822  0.11
H -4.028 -0.673 1.355  0.08
H 0.769 4.360 0.937  0.02
H 0.735 2.124 -2.262  -0.02
H 2.354 -2.610 -3.112  0.01
H 4.245 4.187 -0.010  0.12
H 1.350 3.754 -0.633  0.01
H 0.951 -1.989 -4.014  0.01
H -6.137 2.575 2.053  0.10
H 1.231 -2.770 2.601  0.07
H 3.277 -0.525 0.071  0.03
H -0.140 -1.370 3.259  0.08
H 3.886 -1.085 -1.491  0.07
H -1.878 -1.445 3.450  0.05
H 2.051 -2.562 1.062  0.07
H -4.464 -2.369 1.334  0.10
H 1.133 1.591 3.839  0.01
H -2.653 -3.530 -2.867  0.07
H -3.566 -1.724 2.690  0.08
H 3.495 2.772 1.666  0.06
H 2.054 1.587 -3.340  0.01
H -5.411 3.925 1.183  0.09
H -1.266 -4.578 -2.643  0.09
H -0.926 -2.909 3.585  0.11
H -1.041 -2.937 -3.240  0.08

Atoms 1-6, force components in eV/Å:
Sb -0.2298 0.1242 0.2049
Sb 0.2036 -0.0993 -0.0401
Co 0.0698 0.8864 -0.1089
S 0.1914 -0.3204 0.0595
N -0.1381 -0.2527 -0.1853
N 0.1556 -0.1149 0.0287

The net charge is +1. The strongest force on any atom comes out at 0.9 eV/A. Its spin multiplicity is 2. Its HOMO-LUMO gap (alpha / beta) is 6.805 / 8.300 eV. For the LUMO energy (alpha / beta), the calculation gives -3.802 / -2.327 eV.

---

Molecular formula: C29H43MoN8OS2Si
Method: DFT, ωB97M-V with the def2-TZVPD basis set

Each line ends with the Löwdin charge.
Geometry (Å):
Mo -13.883 7.876 -9.842  1.21
S -13.635 7.695 -12.176  0.71
S -11.310 8.171 -9.388  0.72
Si -14.633 11.124 -10.241  0.51
O -16.458 9.225 -7.557  -0.03
N -13.361 7.916 -7.527  -0.05
N -9.918 6.999 -7.391  0.19
N -12.596 5.973 -13.924  0.07
N -15.068 3.210 -9.011  -0.09
N -12.237 7.146 -7.166  -0.06
N -14.591 5.842 -9.662  -0.28
N -15.066 9.325 -9.976  -0.26
N -11.272 6.491 -12.087  0.13
C -14.966 7.046 -17.132  -0.05
C -15.013 5.724 -16.620  -0.05
C -17.180 9.435 -11.145  -0.03
C -17.491 8.090 -5.600  -0.04
C -13.426 6.423 -14.972  -0.29
C -15.231 3.547 -10.443  -0.17
C -13.372 7.739 -15.457  -0.03
C -11.120 7.348 -7.877  -0.72
C -19.236 9.206 -9.942  -0.05
C -12.404 6.590 -12.759  -0.70
C -16.031 12.159 -9.412  -0.12
C -17.880 9.353 -3.553  -0.05
C -16.792 10.355 -5.500  0.00
C -18.589 9.443 -11.135  -0.04
C -14.586 11.432 -12.094  -0.16
C -17.198 9.054 -8.710  -0.21
C -13.043 11.700 -9.492  -0.19
C -17.321 10.440 -4.200  -0.06
C -16.964 9.196 -6.268  -0.29
C -14.237 5.415 -15.565  -0.03
C -17.935 8.178 -4.297  -0.08
C -18.584 9.175 -8.725  0.02
C -13.702 3.639 -8.645  -0.12
C -15.584 5.722 -8.481  -0.11
C -15.285 5.034 -10.801  -0.12
C -13.391 5.034 -9.312  -0.17
C -16.484 9.108 -9.956  -0.30
C -16.021 4.209 -8.316  -0.08
C -14.226 8.042 -16.537  -0.06
H -16.994 4.124 -8.785  0.12
H -16.111 12.125 -8.320  0.03
H -13.041 2.876 -9.035  0.13
H -12.746 8.534 -14.973  0.13
H -16.341 5.371 -10.904  0.14
H -14.104 8.996 -17.062  0.12
H -9.834 6.389 -6.617  0.13
H -20.337 9.055 -9.969  0.14
H -19.164 9.258 -7.829  0.13
H -17.013 11.837 -9.775  0.03
H -18.109 9.392 -2.455  0.14
H -17.380 7.044 -5.962  0.12
H -15.744 5.047 -17.055  0.13
H -16.565 9.634 -12.023  0.10
H -15.060 6.018 -7.606  0.07
H -18.349 7.266 -3.840  0.12
H -16.425 6.398 -8.660  0.11
H -13.586 3.577 -7.558  0.13
H -17.209 11.383 -3.669  0.12
H -15.566 11.499 -12.606  0.05
H -16.235 11.210 -5.910  0.12
H -13.080 11.717 -8.352  0.06
H -16.057 3.019 -10.910  0.14
H -14.202 7.586 -7.056  0.10
H -13.257 8.893 -7.205  0.14
H -19.249 9.580 -12.006  0.13
H -15.473 7.267 -18.108  0.14
H -14.050 12.331 -12.256  0.03
H -14.139 4.413 -15.098  0.13
H -12.164 11.097 -9.726  -0.01
H -16.107 3.935 -7.266  0.13
H -12.834 12.748 -9.816  0.07
H -9.106 7.411 -7.804  0.13
H -12.842 4.861 -10.235  0.11
H -15.977 13.219 -9.742  0.07
H -14.806 5.282 -11.808  0.10
H -12.207 6.712 -6.242  0.19
H -11.775 5.395 -14.171  0.19
H -10.585 5.879 -12.567  0.16
H -12.756 5.634 -8.648  0.07
H -11.029 7.077 -11.308  -0.03
H -13.977 10.668 -12.644  0.02
H -14.369 3.038 -10.911  0.13

Atoms 1-6, force components in eV/Å:
Mo 0.1613 0.7595 0.4616
S -0.1832 0.2309 -0.9161
S 0.4390 0.0986 0.4722
Si -1.1840 2.0446 -0.1456
O 1.1477 -1.0912 -1.0122
N -0.9338 0.3359 0.0412

The net charge is +3. The strongest force on any atom comes out at 3.6 eV/A. Its spin multiplicity is 3. Its HOMO-LUMO gap (alpha / beta) is 5.803 / 6.189 eV. For the LUMO energy (alpha / beta), the calculation gives -9.786 / -9.411 eV.